No. 1
Entry from the Open Molecules 2025 dataset: C26H26F2N4O5PdS as an isolated structure at a distorted geometry (the ωB97M-V functional and the def2-TZVPD basis).

Structure (XYZ):
```
65
Properties=species:S:1:pos:R:3
Pd -0.94074 -0.00961 0.29528
N -1.00064 -0.47871 3.37738
C -1.66784 -1.73201 3.66898
C -2.87764 -2.07471 2.76918
N -2.56324 -2.39671 1.39948
H -1.64434 0.29389 3.53848
H -0.80484 -0.42601 2.34278
H -1.99744 -1.71541 4.71518
H -0.92424 -2.53191 3.56238
H -3.57364 -1.23081 2.76678
H -3.40404 -2.93461 3.21538
H -2.28544 -1.56151 0.84528
H -1.80474 -3.07101 1.34688
F -4.53174 5.06839 1.90548
C -3.77024 3.95629 1.57328
C -4.35634 2.71019 1.60038
C -3.57284 1.60499 1.29358
C -2.20984 1.69169 0.97288
C -1.69404 3.00039 0.91718
C -2.45034 4.12699 1.21318
H -5.40464 2.61599 1.85738
H -4.05444 0.63319 1.29668
H -0.65804 3.15329 0.62368
H -2.03274 5.12629 1.15868
O 1.46346 1.37799 -0.62132
S 1.33576 0.61319 0.62698
C 3.08796 0.13549 0.97888
C 3.44536 -0.43471 2.19158
C 4.77776 -0.67451 2.47428
C 5.76056 -0.31661 1.56328
C 5.40296 0.28059 0.36388
C 4.07106 0.50919 0.07768
C 0.99076 -1.10741 0.09748
C 0.92106 -2.17721 0.99558
C 0.83066 -3.47201 0.50858
C 0.79376 -3.70861 -0.85892
C 0.87306 -2.64771 -1.74912
C 0.98996 -1.35621 -1.27222
H 2.68226 -0.69041 2.91308
H 5.05526 -1.13981 3.41108
H 6.80266 -0.50591 1.78808
H 6.16376 0.56279 -0.35042
H 3.75666 0.97509 -0.84382
H 0.98636 -1.99241 2.06078
H 0.78186 -4.30681 1.20068
H 0.70886 -4.72131 -1.23132
H 0.84066 -2.81831 -2.81632
H 1.14296 -0.51981 -1.93962
F 1.19496 -1.07931 -5.48662
C 0.97546 -0.02061 -4.65402
C -0.23494 0.11439 -4.05112
N -0.51924 1.15949 -3.24962
C -1.71944 1.17739 -2.43982
C -2.51054 -0.20541 -2.53772
O -3.28304 -0.32101 -3.49522
O -2.23214 -1.03251 -1.66002
C 0.38126 2.19649 -3.07592
O 0.10586 3.24839 -2.55402
N 1.62706 1.96889 -3.63832
C 2.04956 0.90259 -4.42172
O 3.19776 0.84769 -4.84082
H -1.02014 -0.61481 -4.19712
H -2.36754 2.00419 -2.74142
H -1.41594 1.30969 -1.37142
H 2.32966 2.66129 -3.40982
```

Output
**Charge**: -2
**Spin multiplicity**: 1
**Kohn-Sham gap**: 0.18715 Ha

***

No. 2
Entry from the Open Molecules 2025 dataset: C7H15ClI2N2OPRhS as an isolated structure at a distorted geometry (the ωB97M-V functional and the def2-TZVPD basis).

Structure (XYZ):
```
31
Properties=species:S:1:pos:R:3
I -0.17143 0.33405 -4.02539
I 0.02483 -2.45296 0.53856
Rh -0.02404 0.52901 -0.69488
P -2.21931 0.02167 -1.02802
C -2.80809 -1.40395 -2.01619
C -3.01692 -0.20085 0.59355
H -2.75179 2.35080 -1.16217
H -4.16756 1.30157 -1.52730
H -2.89034 1.56474 -2.78203
C -3.09561 1.46365 -1.70872
H -2.68843 0.62246 1.23885
H -4.10324 -0.15717 0.43595
H -3.90959 -1.38897 -2.00731
H -2.47056 -2.35650 -1.58602
H -2.72433 -1.16418 1.02849
H -2.46285 -1.34104 -3.05784
C 0.33411 -1.07781 -1.66759
O 0.57072 -2.02295 -2.30904
Cl -0.37112 2.45136 0.65226
S 2.43353 0.48977 -1.12858
C 2.83297 0.33636 0.51780
N 2.55451 1.21859 1.49389
C 3.12483 0.82280 2.77790
C 3.85741 -0.47402 2.42703
N 3.69121 -0.57580 0.98201
H 1.82454 1.92152 1.36868
H 2.37694 0.70551 3.58277
H 3.83476 1.59523 3.07522
H 3.41285 -1.33718 2.92763
H 4.92246 -0.45527 2.67919
H 4.07954 -1.32046 0.38132
```

Output
**Charge**: +2
**<S²>**: 6.027
**Relative energy (zero: lowest compared OMol25 entry of this formula, charge and spin)**: 14.50 kcal/mol
**Spin multiplicity**: 5
**Kohn-Sham gap (alpha / beta)**: 0.31409 / 0.20924 Ha

***

No. 3
Entry from the Open Molecules 2025 dataset: one molecule with the formula C4H8N2O at a distorted geometry (the ωB97M-V functional and the def2-TZVPD basis).

Structure (XYZ):
```
15
Properties=species:S:1:pos:R:3
O -2.02985 -0.80308 1.74554
C -1.12060 -0.45765 1.02058
N -0.24495 0.58574 1.42845
C 0.35278 1.33692 0.36315
C 1.16894 0.13656 -0.56404
C 0.03010 -0.63615 -1.23105
N -0.88555 -1.07341 -0.18807
H 0.47072 0.23455 2.05249
H -0.51244 1.87376 -0.11291
H 0.89933 2.18338 0.83912
H 1.72945 -0.62302 0.04299
H 1.89934 0.45695 -1.32017
H 0.30388 -1.52485 -1.82777
H -0.45544 0.05990 -1.92416
H -1.52991 -1.82646 -0.38453
```

Output
**SMILES string**: O=C1NCCCN1
**Charge**: 0
**Relative energy (zero: lowest compared OMol25 entry of this formula, charge and spin)**: 31.95 kcal/mol
**Spin multiplicity**: 1
**Kohn-Sham gap**: 0.37611 Ha